[1]
C6H13N2O | ωB97M-V/def2-TZVPD

As for the energy above the lowest of the compared OMol25 structures with the same formula, charge and spin: 3.4746 eV. The calculation puts the molar mass at 129.18 g mol⁻¹. As for the net charge: +1. Its total energy is -420.82530 hartree. The HOMO energy is -0.466 Ha. As for the HOMO-LUMO gap: 9.44 eV.

CARTESIAN COORDINATES (ANGSTROEM)
O1 -2.25610 1.33334 -0.67902
N1 0.51873 1.04546 0.64532
N2 -1.40165 -0.91849 -0.62740
C1 -1.33866 -2.12145 0.17190
C2 -1.95967 0.15972 -0.24335
C3 1.51188 0.96244 -0.40054
C4 2.96358 0.74833 -0.08710
C5 2.15110 -0.35521 -0.70765
C6 -2.81799 0.92645 0.60900
H1 -2.12857 -2.11947 0.91965
H2 2.33749 -0.61229 -1.73772
H3 -3.88821 0.75367 0.60509
H4 3.70880 1.24930 -0.68209
H5 1.90922 -1.20083 -0.08064
H6 0.43053 2.01535 0.94104
H7 -0.37025 -2.19083 0.66998
H8 -0.85292 -0.90232 -1.48708
H9 0.83488 0.51656 1.45661
H10 -2.39984 1.44545 1.46497
H11 3.24346 0.63344 0.95171
H12 -1.45528 -2.98846 -0.47685
H13 1.25948 1.61982 -1.22584

Atom charges from the Löwdin analysis, given in e for atoms 1 to 2: atom 1 (O): 0.17, atom 2 (N): 0.04


[2]
C3H5NO2 | ωB97M-V/def2-TZVPD

As for the energy above the lowest of the compared OMol25 structures with the same formula, charge and spin: 4.6664 eV. The calculation puts the molar mass at 87.08 g mol⁻¹. As for the net charge: 0. Its total energy is -322.40285 hartree. The HOMO energy is -0.337 Ha. As for the HOMO-LUMO gap: 8.64 eV.

CARTESIAN COORDINATES (ANGSTROEM)
O1 0.97514 1.57594 -0.38585
O2 2.05451 -0.37582 -0.09287
N1 -0.71411 -1.48008 0.44544
C1 -0.14528 2.27371 -0.10979
C2 1.02817 0.21345 -0.22927
C3 -0.38987 -0.35703 -0.36580
H1 -0.57459 -2.37540 0.00425
H2 -0.27710 -1.48649 1.35715
H3 -0.55702 -0.60245 -1.42347
H4 -0.33473 2.10455 0.98805
H5 -1.06512 0.50962 -0.18784

Atom charges from the Löwdin analysis, given in e for atoms 1 to 2: atom 1 (O): -0.08, atom 2 (O): 0.15


[3]
C29H34BrN6O13Tm | ωB97M-V/def2-TZVPD

As for the energy above the lowest of the compared OMol25 structures with the same formula, charge and spin: 0.0000 eV. The calculation puts the molar mass at 923.46 g mol⁻¹. The spin multiplicity is 3. As for the net charge: 0. Its total energy is -6091.71267 hartree. The HOMO energy is -0.321 Ha. As for the HOMO-LUMO gap: 8.84 eV.

CARTESIAN COORDINATES (ANGSTROEM)
Tm1 0.48217 -0.24408 -1.23672
Br1 -2.25941 6.24061 1.12289
O1 1.99365 -5.72837 0.32801
O2 -1.92931 -0.82271 -0.57601
O3 0.37568 0.61014 1.78429
O4 1.44070 2.88827 -1.88583
O5 1.53700 -3.60099 -3.50145
O6 1.97976 1.17648 -3.92712
O7 -2.37795 1.61774 -3.88782
O8 -0.87911 0.63722 -2.57273
O9 1.64808 -5.57938 -1.85204
O10 1.02221 -1.48046 -3.03572
O11 1.01644 5.14986 2.00109
O12 -0.55565 -2.83414 -1.41606
O13 0.64953 -1.71432 0.53566
N1 1.22366 4.01387 0.06397
N2 2.90690 -1.52842 -0.99739
N3 0.16302 -3.27506 2.08714
N4 3.55800 -1.90465 0.10870
N5 -3.59432 -0.98467 -2.11263
N6 1.04595 1.67173 -0.03965
C1 -2.42973 -1.34878 -1.58311
C2 3.43920 -3.22052 0.34159
C3 -1.71202 -2.56341 -2.18259
C4 1.41021 2.77129 2.13161
C5 -3.99554 -1.41730 -3.43543
C6 3.45308 1.33194 2.75467
C7 2.96230 2.62865 2.12297
C8 0.84320 2.78330 3.55858
C9 2.05474 0.91359 -2.83365
C10 1.59032 -2.57761 -2.80945
C11 -1.59876 4.10935 -2.36903
C12 -2.06320 3.52576 0.30849
C13 -1.63563 1.61015 -2.91715
C14 0.87331 1.62031 1.30075
C15 -1.67188 2.78568 -1.95151
C16 2.10637 -5.11598 -0.71438
C17 -1.98702 4.83698 -0.12494
C18 -1.87551 2.50548 -0.60445
C19 1.26305 2.83316 -0.67267
C20 -0.66646 3.00212 3.60289
C21 1.15960 4.09845 1.43434
C22 2.68901 -3.75018 -0.69633
C23 0.08418 -2.76636 0.86236
C24 2.39727 -2.63798 -1.52505
C25 -1.73732 5.13875 -1.45324
C26 -0.75279 -3.50522 -0.18125
C27 -4.34877 0.12565 -1.56475
C28 0.82157 -2.51112 3.12781
C29 -0.27232 -4.61753 2.40889
H1 3.30703 1.33899 3.83021
H2 1.17347 4.87735 -0.46638
H3 2.91753 0.48251 2.33854
H4 3.30576 2.67070 1.08491
H5 3.87948 -3.72107 1.18175
H6 1.68261 -4.90322 -2.61483
H7 0.24356 -2.59525 4.04840
H8 -1.32875 -4.76239 2.17865
H9 1.33190 3.58555 4.11227
H10 1.07851 1.83320 4.04049
H11 -0.42163 -4.54654 -0.28186
H12 -3.42395 -0.86942 -4.18839
H13 -1.17526 2.21473 3.05061
H14 -1.00870 2.97449 4.63512
H15 -1.67304 6.17110 -1.76441
H16 -3.96507 0.36857 -0.57807
H17 -2.27370 3.30148 1.34085
H18 -2.37077 -3.44161 -2.22050
H19 4.51506 1.20955 2.55881
H20 -1.80232 -3.48376 0.13008
H21 -5.05122 -1.19630 -3.57744
H22 0.86174 -1.46737 2.81527
H23 -4.26299 1.00225 -2.20841
H24 -1.91462 1.47311 -0.27515
H25 -0.13428 -4.78368 3.47332
H26 -1.34094 -2.32320 -3.18574
H27 -1.42878 4.33143 -3.41129
H28 -0.92693 3.97501 3.19238
H29 3.38940 3.48578 2.64834
H30 4.05047 -1.21281 0.65781
H31 -5.39715 -0.16572 -1.48277
H32 0.32610 -5.35198 1.86271
H33 1.83221 -2.88195 3.30980
H34 -3.84221 -2.48683 -3.56167

Atom charges from the Löwdin analysis, given in e for atoms 1 to 2: atom 1 (Tm): 1.51, atom 2 (Br): 0.76


[4]
C22H12N6O4 | ωB97M-V/def2-TZVPD

As for the energy above the lowest of the compared OMol25 structures with the same formula, charge and spin: 0.0000 eV. The calculation puts the molar mass at 424.38 g mol⁻¹. As for the net charge: 0. As for the structure (SMILES): N#C/C(c1nc(=O)c2ccccc2[nH]1)=c1\[nH]c(=C2C(=O)NC(=O)NC2=O)c2ccccc12. Its total energy is -1475.06690 hartree. The HOMO energy is -0.324 Ha. As for the HOMO-LUMO gap: 6.84 eV.

CARTESIAN COORDINATES (ANGSTROEM)
O1 -3.36231 2.84643 6.46736
O2 -4.67814 1.08396 2.68995
O3 3.69479 -2.52685 -0.59653
O4 -1.47580 3.94930 2.56257
N1 -3.89325 1.78032 4.67171
N2 2.49897 -0.67544 -0.32010
N3 -0.83968 1.88213 1.08953
N4 2.95080 1.14678 -1.63383
N5 1.93717 3.76722 0.54557
N6 -2.41027 3.44648 4.51913
C1 -0.56564 -1.60651 -0.01722
C2 2.31580 0.55431 -0.57706
C3 4.84820 1.29064 -3.15263
C4 -2.80851 -1.16499 1.64515
C5 -1.39072 -2.69710 0.35404
C6 1.29376 1.32665 0.08186
C7 5.52905 -1.38368 -2.30272
C8 -3.79396 1.52033 3.36376
C9 -1.87764 1.26071 1.75524
C10 4.07399 0.58565 -2.23603
C11 -2.51751 -2.49148 1.17305
C12 4.35510 -0.74479 -1.88673
C13 3.40864 -1.41321 -1.05509
C14 -3.11160 2.59562 5.32627
C15 -2.18047 3.20298 3.20095
C16 -0.68465 -0.36151 0.61278
C17 6.08344 0.76273 -3.48406
C18 -1.93281 -0.12021 1.34782
C19 0.01239 0.91820 0.54555
C20 1.71898 2.67934 0.17794
C21 6.43315 -0.56662 -3.07897
C22 -2.63510 2.00204 2.61633
H1 0.18696 -1.87294 -0.75197
H2 5.61424 -2.49047 -2.27121
H3 -1.06448 -3.62757 -0.06508
H4 7.25530 -1.10156 -3.57024
H5 -3.74864 -0.98635 2.11319
H6 6.67676 1.36443 -4.11780
H7 4.48525 2.19744 -3.58382
H8 -4.24508 1.03269 5.21538
H9 -0.61827 2.85728 1.18147
H10 -2.06381 4.25139 4.90924
H11 2.91645 2.15456 -1.62200
H12 -3.10708 -3.34458 1.44104

Atom charges from the Löwdin analysis, given in e for atoms 1 to 2: atom 1 (O): 0.13, atom 2 (O): 0.14


[5]
C3H10N3O | ωB97M-V/def2-TZVPD

As for the energy above the lowest of the compared OMol25 structures with the same formula, charge and spin: 7.7697 eV. The calculation puts the molar mass at 104.13 g mol⁻¹. As for the net charge: +1. Its total energy is -359.35436 hartree. The HOMO energy (spin up / spin down) is -0.421 / -0.421 Ha. As for the HOMO-LUMO gap (spin up / spin down): 7.65 / 7.65 eV.

CARTESIAN COORDINATES (ANGSTROEM)
O1 1.45844 -0.49339 -0.09823
N1 -1.28843 -0.05742 0.50508
N2 1.24326 1.88641 -0.16620
N3 -1.76683 -1.36994 -0.02819
C1 2.90604 -0.71377 0.07715
C2 1.11245 0.67488 -0.04166
C3 -2.11081 0.99222 -0.04029
H1 -2.97516 1.23521 0.71942
H2 -1.32481 -2.06690 0.57887
H3 3.49368 0.15964 0.17917
H4 -1.70441 -1.62576 -1.09750
H5 -2.46742 0.67409 -0.96474
H6 3.14902 -1.29448 0.86932
H7 3.42554 -1.05101 -0.85251
H8 -2.74507 -1.49226 0.00651
H9 1.07400 2.69402 0.40925
H10 -1.47950 1.84849 -0.05545

Atom charges from the Löwdin analysis, given in e for atoms 1 to 2: atom 1 (O): 0.08, atom 2 (N): -0.18


[6]
C6H12NOP | ωB97M-V/def2-TZVPD

As for the energy above the lowest of the compared OMol25 structures with the same formula, charge and spin: 3.4923 eV. The calculation puts the molar mass at 145.14 g mol⁻¹. As for the net charge: 0. Its total energy is -707.02560 hartree. The HOMO energy (spin up / spin down) is -0.352 / -0.304 Ha. As for the HOMO-LUMO gap (spin up / spin down): 8.84 / 7.66 eV.

CARTESIAN COORDINATES (ANGSTROEM)
P1 -3.08328 -0.49592 0.39993
O1 -3.71314 -0.58130 -0.95165
N1 -2.01431 0.73761 0.64922
C1 1.27312 -0.26724 -0.65043
C2 1.96386 -1.07034 0.41854
C3 0.25330 1.83033 0.28175
C4 -0.79751 0.76269 0.16798
C5 -0.23596 -0.42108 -0.51055
C6 1.45289 1.25315 -0.58531
H1 1.56061 -0.72960 -1.59205
H2 0.55629 1.77055 1.33990
H3 -0.65256 -1.38629 -0.08384
H4 -0.72884 -0.36253 -1.57277
H5 1.52159 -1.10056 1.39651
H6 -3.91979 -0.23589 1.35072
H7 3.00324 -0.77448 0.45872
H8 -2.40204 -2.83680 1.21210
H9 0.03418 2.83224 -0.22721
H10 2.02564 -2.11078 0.22713
H11 1.48859 1.71202 -1.50110
H12 2.41414 1.47420 -0.22760

Atom charges from the Löwdin analysis, given in e for atoms 1 to 2: atom 1 (P): 0.61, atom 2 (O): -0.43


Question: What is the net charge in the second record?
Answer: 0